# C3H21N2O5

A cluster of 6 separate species, C3H21N2O5 in total at a distorted geometry (the ωB97M-V functional and the def2-TZVPD basis, the OMol25 dataset).

For the LUMO energy, the calculation gives -2.535 eV. The calculated total energy is -16664.1578 eV. The net charge is +1. The value obtained for the highest occupied orbital energy is -12.711 eV. The calculation puts the orbital gap at 0.37396 Eh. The calculation puts the molar mass at 165.2 g/mol. Its relative energy (zero: lowest compared OMol25 entry of this formula, charge and spin) is 0.0 kcal/mol.

Element x y z (Å)
H  -2.4223  -0.2369  -2.5347
H  -2.7935  0.1023  0.2120
H  -3.7600  0.9792  -0.5247
H  0.9504  -2.6447  1.7405
H  0.2509  -0.4307  2.8452
H  0.2571  -1.3041  -0.8536
H  0.1665  0.8838  -0.8064
H  1.7641  -1.0376  -1.7912
C  2.0691  -1.5964  0.2578
C  1.3895  -1.6545  1.6470
H  -1.9289  -1.5044  -0.7735
H  1.7060  1.1078  -1.2565
O  -0.7654  2.7745  -0.6125
N  1.1196  0.6021  -0.6050
H  2.9563  2.7784  1.1225
O  2.0448  2.6221  1.4091
O  -1.8639  -1.0088  -2.3840
H  1.3882  0.7296  0.3459
C  1.2672  -0.9153  -0.8339
H  -1.7137  -2.7724  0.2746
H  3.0657  -1.1647  0.3443
H  1.9169  3.4604  1.8740
H  -0.9174  3.6422  -0.2092
H  2.1781  -1.7074  2.3904
H  -0.3851  -0.7512  1.3885
N  0.4873  -0.5454  1.8666
H  -1.4680  2.3237  -0.1184
O  -2.8191  0.7640  -0.4987
H  2.2088  -2.6294  -0.0583
H  -1.8095  -1.4710  -3.2280
O  -1.7593  -1.8297  0.1376